# 1
Formula: C29H44BIN6S3Tc
Source: the OMol25 dataset
Level of theory: ωB97M-V/def2-TZVPD

Properties
- ⟨S²⟩: 0.79
- E_HOMO (spin up / spin down): -0.51738 / -0.51696 hartree
- HOMO-LUMO gap (spin up / spin down): 6.37 / 6.74 eV
- LUMO level (spin up / spin down): -7.71 / -7.32 eV
- 2S+1: 2
- Charge: +2

Each line ends with the Löwdin charge.
Positions of all 85 atoms, in Å:
Tc -0.11826 0.52059 0.18233  0.7126
C -1.07807 -1.04138 5.09459  -0.0241
C 0.09300 -1.38599 4.23238  -0.2252
C 1.26133 -1.91747 4.70785  0.0996
C 2.34848 -2.20006 3.84489  -0.1695
N 2.24371 -2.01530 2.54848  0.2176
N 1.09937 -1.51881 2.09011  -0.0216
B 0.85891 -1.47766 0.57892  -0.7207
N 2.08519 -1.78334 -0.29960  -0.0002
N 2.43281 -3.06955 -0.31089  0.2050
C 3.41949 -3.44295 -1.08853  -0.1622
C 4.11527 -2.49111 -1.87133  0.1087
C 3.73872 -1.17645 -1.88054  -0.2135
C 4.40615 -0.13502 -2.71824  -0.0333
C 2.63303 -0.84388 -1.06206  -0.5453
S 1.96431 0.74640 -0.99585  0.7396
C 3.71068 -4.93727 -1.10616  -0.5368
C 4.89905 -5.27121 -2.00648  -0.0478
C 2.45334 -5.64487 -1.63510  -0.0294
C 4.00297 -5.40864 0.32357  -0.0351
N -0.21345 -2.55378 0.22183  -0.0426
N -0.31251 -3.60071 1.02721  0.2040
C -1.11759 -4.57783 0.67793  -0.1682
C -1.83736 -4.51232 -0.53766  0.1072
C -1.74926 -3.41727 -1.35622  -0.2118
C -2.49895 -3.27799 -2.64001  -0.0278
C -0.90220 -2.38145 -0.90323  -0.5341
S -0.65163 -0.88788 -1.74270  0.8058
C -1.19985 -5.73709 1.66062  -0.5398
C -1.69216 -5.18697 3.00728  -0.0300
C -2.15749 -6.82298 1.17316  -0.0474
C 0.20611 -6.32991 1.83025  -0.0320
C 0.06096 -1.15500 2.84235  -0.5835
S -1.27161 -0.40022 2.00613  0.7920
C 3.64985 -2.76356 4.38137  -0.5459
C 3.36284 -4.18228 4.89926  -0.0192
C 4.15301 -1.87788 5.52979  -0.0280
C 4.71130 -2.82261 3.28493  -0.0440
H -0.88145 -1.29369 6.13372  0.0972
H -1.96872 -1.58080 4.76724  0.0960
H -1.30329 0.02458 5.02909  0.0956
H 1.36528 -2.11135 5.76753  0.1370
H 4.94159 -2.81034 -2.49080  0.1289
H 5.23136 -0.56341 -3.28160  0.0956
H 4.79043 0.67405 -2.09496  0.0965
H 3.69443 0.30637 -3.41820  0.0961
H 4.71562 -5.00032 -3.04811  0.0940
H 5.07485 -6.34605 -1.97870  0.0990
H 5.81649 -4.78371 -1.67044  0.0959
H 2.21177 -5.31934 -2.64931  0.0945
H 1.59751 -5.44292 -0.98866  0.0593
H 2.62321 -6.72172 -1.65934  0.0982
H 4.91290 -4.94638 0.71076  0.0868
H 4.14920 -6.48918 0.32687  0.0988
H 3.17432 -5.16772 0.99081  0.0626
H -2.48427 -5.33160 -0.81883  0.1288
H -3.11256 -4.15508 -2.82992  0.0962
H -1.80878 -3.14732 -3.47578  0.0984
H -3.14071 -2.39549 -2.61376  0.0953
H -2.68183 -4.73504 2.91297  0.0948
H -0.99989 -4.43841 3.39658  0.0688
H -1.76103 -5.99995 3.73031  0.0975
H -3.17802 -6.45096 1.06201  0.0953
H -2.18453 -7.62893 1.90565  0.0989
H -1.83459 -7.25792 0.22504  0.0946
H 0.90808 -5.57242 2.18180  0.0656
H 0.57970 -6.73887 0.88924  0.0841
H 0.17414 -7.14029 2.55908  0.0986
H 2.61568 -4.18485 5.69520  0.0882
H 4.27857 -4.61203 5.30538  0.1004
H 3.01160 -4.82958 4.09297  0.0848
H 3.46420 -1.85339 6.37505  0.0829
H 4.32769 -0.85401 5.19393  0.0960
H 5.09909 -2.27429 5.89773  0.0997
H 4.39337 -3.45687 2.45869  0.0540
H 5.63004 -3.23364 3.70314  0.0997
H 4.93159 -1.83002 2.88894  0.0910
C -2.15562 1.01163 -0.14432  -0.3162
H -2.50089 1.65882 0.66381  0.0168
H -2.85810 0.20280 -0.31749  0.0079
H -2.04506 1.59018 -1.06856  0.0325
I 1.30540 2.06795 2.21823  1.0392
C 0.40837 2.51867 0.37130  -0.7807
H -0.50405 3.09353 0.51852  0.0085
H 1.13101 3.00785 -0.27199  -0.0265

***

# 2
Formula: C29H44BrCuN3P2
Source: the OMol25 dataset
Level of theory: ωB97M-V/def2-TZVPD

Properties
- Energy above the lowest of the compared OMol25 structures with the same formula, charge and spin: 0.0000 eV
- ⟨S²⟩: 0.76
- E_HOMO (spin up / spin down): -0.50529 / -0.50532 hartree
- HOMO-LUMO gap (spin up / spin down): 8.64 / 5.61 eV
- LUMO level (spin up / spin down): -5.10 / -8.14 eV
- 2S+1: 2
- Charge: +2

Each line ends with the Löwdin charge.
Positions of all 80 atoms, in Å:
C 2.40130 4.60377 -0.73236  -0.0236
C 1.34668 4.07700 -1.50712  -0.2568
C 1.54322 3.89170 -2.89590  -0.0200
C 2.73078 4.38563 -3.45763  -0.1228
N 3.69125 4.95780 -2.71823  0.0673
C 3.55649 5.05349 -1.38846  -0.1170
C 0.14703 3.65912 -0.83755  0.0558
C -0.50595 2.89204 -0.10283  0.0437
C -1.63499 2.37566 0.70074  -0.1936
C -1.93138 1.18390 1.46336  -0.0973
C -3.28136 0.89532 1.89042  -0.1125
C -4.27583 1.78188 1.50198  -0.6066
C -3.98139 3.10289 1.01665  -0.0542
C -2.65388 3.34425 0.67727  -0.0377
Cu -0.50037 -0.78448 0.86895  0.2237
P 1.57731 -0.49345 -0.04076  0.9660
H 0.79492 3.40407 -3.53959  0.1191
H 2.32093 4.70799 0.35783  0.1210
H 2.90981 4.35007 -4.53599  0.1167
H 4.37241 5.52977 -0.83863  0.1169
H -2.25371 4.28381 0.30011  0.1259
H -1.16365 0.49734 1.87475  -0.0073
H -4.70279 3.90056 0.86892  0.1207
H -3.57683 -0.00636 2.47369  0.1219
C 2.18000 -2.21158 0.28859  -0.3820
C 3.45589 -2.61819 -0.43293  -0.1230
H 1.34500 -2.87867 0.00956  0.0610
H 2.28252 -2.31285 1.37980  0.0839
H 3.66654 -3.66109 -0.17643  0.0901
H 3.35236 -2.57481 -1.52550  0.0802
H 4.32675 -2.03411 -0.10908  0.0694
C 1.94440 -0.08829 -1.80169  -0.3576
C 3.33395 0.46224 -2.13221  -0.1209
H 1.17149 0.66062 -2.05405  0.0750
H 1.73881 -0.99121 -2.40054  0.0692
H 3.41520 0.54372 -3.22263  0.0921
H 3.47675 1.47442 -1.72597  0.0744
H 4.16136 -0.19465 -1.82114  0.0690
C 2.52307 0.72365 0.96535  -0.3502
C 4.00854 0.38404 1.10397  -0.1231
H 2.02700 0.75117 1.95416  0.0748
H 2.36012 1.71487 0.50169  0.0778
H 4.47105 1.14788 1.73928  0.0900
H 4.16242 -0.59238 1.59219  0.0781
H 4.54354 0.41345 0.14131  0.0640
Br -6.17368 1.23589 1.54230  0.7036
P -1.64865 -1.56595 -1.15724  0.9872
C -0.60533 -2.54575 -2.34622  -0.3822
C -1.13676 -3.86260 -2.95453  -0.1118
H 0.33783 -2.73447 -1.78276  0.0458
H -0.38618 -1.81618 -3.15218  0.0818
H -0.28337 -4.27727 -3.51489  0.0858
H -1.40718 -4.61437 -2.18521  0.0794
H -1.95464 -3.71225 -3.68946  0.0828
C -2.67598 -2.73211 -0.16705  -0.3902
C -4.07059 -3.15361 -0.64008  -0.1158
H -2.74832 -2.23455 0.82445  0.0618
H -2.03294 -3.62340 -0.04496  0.0889
H -4.50054 -3.75200 0.17499  0.0861
H -4.75801 -2.30571 -0.78986  0.0811
H -4.04844 -3.80818 -1.52529  0.0813
C -2.61760 -0.40402 -2.21077  -0.3686
C -3.12540 -0.86018 -3.59317  -0.1186
H -1.93031 0.46349 -2.32209  0.0833
H -3.45402 -0.07656 -1.56785  0.0857
H -3.71720 -0.02764 -3.99694  0.0870
H -2.30623 -1.02895 -4.31335  0.0786
H -3.80346 -1.72940 -3.54697  0.0798
C -0.32788 0.03556 6.33675  0.0042
N -0.13690 -0.67584 5.07832  -0.1049
C 0.15841 -2.02855 4.92994  -0.0142
C 0.08353 -2.31086 3.58575  -0.0973
N -0.23710 -1.13972 2.91072  -0.0339
C -0.30600 -0.15207 3.82940  -0.1176
H -1.18491 -0.33750 6.91740  0.1099
H 0.55060 -0.04620 6.98710  0.1059
H -0.51207 1.10119 6.13638  0.1026
H 0.40952 -2.63943 5.78862  0.1384
H 0.20578 -3.27365 3.08590  0.1200
H -0.53274 0.92087 3.69954  0.1524